# 1
{
  "formula": "C30H32AsMoN3O9S",
  "method": "the ωB97M-V functional and the def2-TZVPD basis",
  "charge": 2,
  "total_energy_ev": -128041.6357,
  "de_lowest_ev": 1.784,
  "spin_multiplicity": 3,
  "fmax_ev_per_a": 1.804,
  "molar_mass_g_mol": 781.5,
  "s2": 2.05,
  "homo_lumo_gap_ev": [6.5, 5.5],
  "symbols": ["Mo", "O", "As", "O", "O", "C", "C", "C", "C", "C", "C", "S", "O", "O", "O", "H", "H", "H", "H", "H", "C", "O", "C", "C", "C", "C", "C", "C", "N", "C", "C", "C", "C", "C", "C", "C", "O", "H", "H", "H", "H", "H", "H", "H", "H", "H", "H", "H", "H", "H", "C", "C", "N", "C", "C", "C", "O", "C", "C", "C", "C", "N", "C", "H", "H", "H", "H", "H", "H", "H", "H", "H", "H", "H", "H", "H", "H"],
  "xyz": [[0.102, 0.122, -1.011], [0.804, -4.200, -1.937], [1.495, -2.905, -1.016], [1.543, -3.296, 0.556], [0.209, -1.675, -1.357], [3.019, -2.498, -2.086], [3.580, -3.556, -2.774], [4.726, -3.336, -3.533], [5.305, -2.079, -3.610], [4.752, -1.003, -2.928], [3.618, -1.222, -2.170], [2.874, 0.144, -1.398], [3.767, 1.225, -1.233], [1.664, 0.447, -2.303], [2.168, -0.387, -0.185], [0.449, -4.849, -1.311], [3.137, -4.535, -2.720], [5.170, -4.165, -4.066], [6.199, -1.931, -4.202], [5.195, -0.013, -2.969], [-3.836, 0.641, -0.134], [-3.069, -0.057, -1.142], [-3.619, -1.074, -1.779], [-4.814, -1.681, -1.427], [-5.273, -2.775, -2.144], [-4.542, -3.301, -3.232], [-3.366, -2.719, -3.584], [-2.881, -1.581, -2.885], [-1.721, -1.044, -3.311], [-1.068, 0.159, -2.985], [-1.912, 1.423, -2.950], [-2.887, 1.781, -3.858], [-3.505, 3.023, -3.729], [-3.141, 3.891, -2.707], [-2.156, 3.537, -1.791], [-1.575, 2.310, -1.955], [-0.629, 1.758, -1.088], [-3.273, 1.531, 0.105], [-3.950, 0.024, 0.754], [-4.808, 0.925, -0.524], [-5.391, -1.312, -0.590], [-6.209, -3.237, -1.852], [-4.915, -4.153, -3.786], [-2.792, -3.101, -4.423], [-1.204, -1.658, -3.925], [-0.235, 0.290, -3.663], [-3.165, 1.111, -4.666], [-4.271, 3.317, -4.437], [-3.627, 4.854, -2.617], [-1.855, 4.197, -0.987], [1.159, 1.145, 6.758], [0.569, 1.867, 5.558], [1.586, 2.266, 4.570], [2.544, 3.323, 4.961], [3.961, 2.801, 5.144], [1.617, 1.852, 3.295], [2.342, 2.309, 2.419], [0.723, 0.705, 2.858], [0.726, -0.566, 3.410], [0.044, -1.595, 2.776], [-0.563, -1.360, 1.571], [-0.557, -0.135, 0.998], [0.041, 0.880, 1.676], [0.369, 0.884, 7.465], [1.879, 1.776, 7.283], [1.673, 0.226, 6.459], [0.052, 2.767, 5.885], [-0.172, 1.244, 5.068], [2.167, 3.756, 5.885], [2.527, 4.093, 4.195], [4.019, 2.090, 5.974], [4.638, 3.631, 5.357], [4.306, 2.311, 4.232], [1.270, -0.760, 4.329], [0.033, -2.595, 3.183], [-1.024, -2.151, 1.011], [-0.012, 1.865, 1.246]]
}

***

# 2
{
  "formula": "C25H49BrCsGaO4",
  "method": "the ωB97M-V functional and the def2-TZVPD basis",
  "charge": 0,
  "total_energy_ev": -157858.9725,
  "spin_multiplicity": 1,
  "fmax_ev_per_a": 9.357,
  "molar_mass_g_mol": 696.2,
  "homo_lumo_gap_ev": 5.7,
  "symbols": ["C", "O", "C", "C", "C", "C", "C", "C", "C", "C", "C", "Ga", "C", "C", "C", "C", "C", "C", "C", "C", "C", "C", "C", "C", "O", "Br", "O", "C", "C", "C", "O", "H", "H", "H", "H", "H", "H", "H", "H", "H", "H", "H", "H", "H", "H", "H", "H", "H", "H", "H", "H", "H", "H", "H", "H", "H", "H", "H", "H", "H", "H", "H", "H", "H", "H", "H", "H", "H", "H", "H", "H", "H", "H", "H", "H", "H", "H", "H", "H", "H", "Cs"],
  "xyz": [[3.981, 2.944, 2.899], [4.164, 1.696, 3.668], [2.907, 0.926, 3.768], [3.123, -0.591, 4.393], [4.206, -1.464, 3.470], [3.501, -1.652, 2.002], [4.047, -2.930, 1.130], [3.375, -2.813, -0.394], [1.857, -3.451, -0.480], [0.731, -2.417, -1.092], [0.694, -0.954, -0.349], [-0.077, 0.540, -1.624], [-2.125, 0.261, -1.636], [-2.988, 1.436, -2.384], [-4.572, 1.319, -1.860], [-5.058, -0.196, -2.249], [-4.663, 1.699, -0.270], [-5.768, 0.853, 0.594], [-4.946, -0.191, 1.555], [-4.659, -1.623, 1.276], [-3.103, -2.232, 1.293], [-5.893, -2.663, 0.989], [0.564, 2.337, -0.833], [-0.623, 3.403, -0.459], [-1.476, 3.324, 0.566], [-0.766, 5.025, -1.688], [0.725, 0.203, -3.327], [1.918, 1.035, -3.543], [3.176, 0.728, -2.537], [4.155, 2.060, -2.317], [4.084, -0.329, -3.079], [4.598, 3.863, 3.327], [2.850, 3.297, 2.843], [4.383, 2.764, 1.794], [2.402, 0.845, 2.690], [2.151, 1.503, 4.486], [2.071, -1.139, 4.282], [3.489, -0.517, 5.505], [4.504, -2.488, 3.963], [5.141, -0.749, 3.311], [2.318, -1.742, 2.053], [3.716, -0.680, 1.356], [3.692, -3.955, 1.569], [5.208, -2.828, 1.011], [3.429, -1.672, -0.689], [4.098, -3.369, -1.164], [1.906, -4.368, -1.216], [1.544, -3.824, 0.600], [-0.342, -2.909, -0.915], [0.822, -2.235, -2.253], [-0.089, -0.999, 0.550], [1.707, -0.614, 0.130], [-2.322, -0.740, -2.255], [-2.450, 0.023, -0.537], [-3.058, 1.287, -3.566], [-2.596, 2.526, -2.224], [-5.165, 2.130, -2.461], [-4.675, -0.391, -3.363], [-4.605, -1.024, -1.544], [-6.238, -0.281, -2.277], [-5.004, 2.841, -0.217], [-3.649, 1.644, 0.317], [-6.639, 0.382, -0.028], [-6.285, 1.639, 1.330], [-4.578, 0.223, 2.611], [-2.718, -2.157, 0.183], [-3.095, -3.390, 1.581], [-2.388, -1.621, 2.008], [-6.246, -3.238, 1.971], [-5.506, -3.463, 0.227], [-6.786, -2.094, 0.491], [1.175, 2.119, 0.168], [1.336, 2.908, -1.541], [2.306, 0.782, -4.643], [1.652, 2.193, -3.578], [2.880, 0.374, -1.462], [4.635, 1.908, -1.244], [3.525, 3.057, -2.405], [5.063, 2.045, -3.085], [3.524, -1.150, -3.286], [-2.186, 7.000, -1.889]]
}

***

# 3
{
  "formula": "C6H12Cl6",
  "method": "the ωB97M-V functional and the def2-TZVPD basis",
  "charge": 0,
  "total_energy_ev": -81547.6550,
  "de_lowest_ev": 4.355,
  "spin_multiplicity": 1,
  "fmax_ev_per_a": 8.711,
  "molar_mass_g_mol": 296.9,
  "homo_lumo_gap_ev": 9.0,
  "symbols": ["Cl", "C", "C", "Cl", "H", "H", "H", "H", "Cl", "C", "C", "Cl", "H", "H", "H", "H", "Cl", "C", "C", "Cl", "H", "H", "H", "H"],
  "xyz": [[2.787, -1.130, -3.999], [1.927, -0.742, -2.449], [1.546, -2.023, -1.594], [0.720, -3.179, -2.739], [1.029, -0.188, -2.722], [2.603, -0.124, -1.858], [0.967, -1.859, -0.685], [2.426, -2.618, -1.351], [-1.755, -0.760, -1.559], [-0.766, 0.138, -0.385], [-0.302, 1.420, -0.900], [0.756, 1.227, -2.285], [0.090, -0.435, -0.028], [-1.352, 0.334, 0.513], [0.292, 1.973, -0.172], [-1.183, 2.004, -1.168], [-1.600, 2.191, 1.481], [-1.000, 1.484, 3.000], [-1.195, -0.033, 3.018], [-2.964, -0.409, 2.673], [-1.565, 1.980, 3.789], [0.062, 1.678, 3.147], [-0.911, -0.376, 4.013], [-0.608, -0.553, 2.261]]
}

***

# 4
{
  "formula": "C3HF2NO",
  "method": "the ωB97M-V functional and the def2-TZVPD basis",
  "charge": 0,
  "total_energy_ev": -12097.8796,
  "de_lowest_ev": 0.518,
  "smiles": "Fc1ncoc1F",
  "spin_multiplicity": 1,
  "fmax_ev_per_a": 4.713,
  "molar_mass_g_mol": 105.0,
  "homo_lumo_gap_ev": 10.9,
  "symbols": ["C", "C", "C", "H", "N", "O", "F", "F"],
  "xyz": [[-0.629, -0.402, 0.010], [-0.247, 1.627, -0.032], [0.660, -0.327, 0.059], [-0.229, 2.646, -0.006], [-1.204, 0.828, 0.128], [0.927, 1.081, -0.098], [-1.467, -1.419, -0.073], [1.749, -1.079, 0.037]]
}

***

# 5
{
  "formula": "CN4OS",
  "method": "the ωB97M-V functional and the def2-TZVPD basis",
  "charge": -2,
  "total_energy_ev": -19876.1897,
  "de_lowest_ev": 0.965,
  "spin_multiplicity": 1,
  "fmax_ev_per_a": 4.008,
  "molar_mass_g_mol": 116.1,
  "homo_lumo_gap_ev": 4.9,
  "symbols": ["C", "N", "N", "N", "N", "O", "S"],
  "xyz": [[-0.044, -0.088, -0.035], [0.787, -1.150, -0.268], [0.625, 1.004, 0.226], [1.971, -0.614, -0.058], [1.880, 0.657, 0.233], [-3.040, 0.645, -0.407], [-2.178, -0.454, 0.309]]
}

***

# 6
{
  "formula": "C26H34I2N9OPt",
  "method": "the ωB97M-V functional and the def2-TZVPD basis",
  "charge": 1,
  "total_energy_ev": -62416.1328,
  "de_lowest_ev": 0.000,
  "spin_multiplicity": 1,
  "fmax_ev_per_a": 1.334,
  "molar_mass_g_mol": 937.5,
  "homo_lumo_gap_ev": 7.0,
  "symbols": ["Pt", "I", "C", "C", "C", "I", "C", "C", "C", "C", "N", "C", "C", "O", "H", "H", "H", "H", "C", "N", "C", "C", "N", "C", "C", "N", "C", "C", "N", "C", "N", "C", "C", "C", "N", "C", "H", "H", "H", "H", "H", "H", "H", "H", "H", "H", "H", "H", "H", "H", "H", "H", "H", "H", "H", "H", "H", "H", "H", "H", "N", "C", "C", "C", "N", "C", "C", "H", "H", "H", "H", "H", "H"],
  "xyz": [[-0.087, 0.156, 0.292], [-1.034, 0.719, 5.463], [0.218, -0.578, 4.436], [0.973, -1.539, 5.126], [1.777, -2.427, 4.457], [2.861, -3.825, 5.556], [1.860, -2.375, 3.046], [2.623, -3.245, 2.233], [2.629, -3.090, 0.877], [1.876, -2.058, 0.295], [1.148, -1.236, 1.017], [1.112, -1.381, 2.380], [0.263, -0.473, 3.052], [-0.419, 0.379, 2.354], [0.910, -1.577, 6.206], [3.196, -4.037, 2.698], [3.198, -3.755, 0.243], [1.864, -1.910, -0.769], [3.980, 0.598, -3.151], [3.488, 1.637, -2.250], [4.502, 2.576, -1.773], [3.792, 3.306, -0.651], [2.697, 2.409, -0.322], [1.786, 2.880, 0.699], [2.468, 1.505, -1.324], [1.441, 0.714, -1.390], [1.249, -0.164, -2.535], [-0.207, -0.572, -2.722], [-0.772, -1.164, -1.519], [-1.885, -1.835, -1.568], [-2.420, -2.486, -0.489], [-2.007, -2.342, 0.892], [-3.776, -2.931, -0.762], [-3.790, -2.979, -2.275], [-2.741, -2.029, -2.641], [-2.409, -2.032, -4.058], [4.991, 0.874, -3.442], [3.391, 0.522, -4.061], [4.025, -0.379, -2.668], [4.814, 3.236, -2.581], [5.378, 2.034, -1.404], [3.404, 4.280, -0.971], [4.431, 3.460, 0.218], [2.360, 3.107, 1.597], [1.051, 2.124, 0.953], [1.269, 3.792, 0.378], [1.841, -1.077, -2.440], [1.538, 0.323, -3.467], [-0.190, -1.276, -3.552], [-0.792, 0.305, -3.028], [-0.989, -2.700, 1.031], [-2.669, -2.958, 1.498], [-2.071, -1.313, 1.249], [-4.511, -2.221, -0.367], [-3.957, -3.906, -0.312], [-4.741, -2.671, -2.705], [-3.543, -3.980, -2.647], [-3.329, -2.246, -4.599], [-1.682, -2.810, -4.314], [-2.050, -1.068, -4.398], [-4.183, 4.505, -1.115], [-3.261, 3.565, -0.804], [-2.081, 3.419, -1.552], [-1.187, 2.432, -1.224], [-1.386, 1.577, -0.206], [-2.504, 1.720, 0.523], [-3.448, 2.678, 0.266], [-3.996, 5.186, -1.828], [-4.976, 4.661, -0.520], [-1.872, 4.079, -2.383], [-0.271, 2.306, -1.778], [-2.619, 1.037, 1.355], [-4.329, 2.747, 0.891]]
}